# 1
Density functional theory data (ωB97M-V with the def2-TZVPD basis set) for C5H10O2 as an isolated structure at a distorted geometry.

Cartesian coordinates (Å):
C1 2.06 1.14 -0.34
O1 0.74 0.97 -0.09
C2 0.18 -0.52 -0.44
C3 0.36 -1.33 0.79
O2 -1.04 -1.50 0.96
C4 -1.30 -0.67 -0.20
C5 -2.13 0.54 0.11
H1 2.68 0.36 0.15
H2 2.34 1.07 -1.41
H3 2.51 2.09 -0.04
H4 0.65 -0.80 -1.39
H5 0.77 -0.43 1.47
H6 0.99 -2.21 0.85
H7 -1.79 -1.28 -0.98
H8 -2.29 1.14 -0.79
H9 -3.11 0.26 0.51
H10 -1.61 1.17 0.85

For the energy above the lowest of the compared OMol25 structures with the same formula, charge and spin, the calculation gives 84.2 kcal per mole. The total energy is -9439.3920 eV. Its LUMO energy is 1.03 eV. Its frontier orbital gap is 10.67 eV. For the HOMO energy, the calculation gives -9.63 eV.

Quick look at the natural (NBO) charges, all values in e: C -0.246; O -0.572; C 0.062; C -0.114; O -0.522; C 0.077; C -0.628; H 0.145; H 0.151; H 0.195; H 0.204; H 0.201; H 0.195; H 0.183; H 0.218; H 0.221; H 0.230

---

# 2
Density functional theory data (ωB97M-V with the def2-TZVPD basis set) for a 11-piece molecular cluster, C78H164Cl6N8O8 overall at a distorted geometry.

Cartesian coordinates (Å):
C1 21.32 14.82 23.83
C2 21.45 15.35 25.27
C3 22.55 14.71 26.07
C4 21.58 16.83 25.37
C5 20.39 17.58 24.87
C6 19.20 17.25 25.76
C7 18.95 15.70 25.73
C8 17.93 15.36 26.78
C9 18.33 15.33 24.32
N1 20.26 15.07 26.14
O1 20.10 13.66 26.32
H1 20.81 15.44 23.11
H2 22.42 14.83 23.49
H3 20.98 13.77 23.72
H4 22.27 14.81 27.10
H5 22.64 13.64 26.02
H6 23.51 15.18 25.85
H7 21.86 17.15 26.35
H8 22.46 17.08 24.73
H9 20.71 18.60 24.84
H10 20.18 17.32 23.80
H11 18.28 17.76 25.38
H12 19.28 17.52 26.81
H13 17.82 14.26 26.95
H14 16.96 15.67 26.48
H15 18.14 15.84 27.72
H16 18.87 15.68 23.45
H17 17.35 15.80 24.22
H18 18.27 14.29 24.24
H19 20.12 13.28 25.46
C10 14.81 20.29 24.77
C11 15.90 21.06 23.97
C12 16.03 22.38 24.73
C13 17.14 20.14 24.04
C14 18.18 20.64 23.02
C15 17.59 20.70 21.62
C16 16.37 21.59 21.54
C17 16.77 23.03 21.75
C18 15.61 21.37 20.24
N2 15.47 21.07 22.59
O2 14.16 21.68 22.53
H20 14.60 19.33 24.28
H21 15.18 20.09 25.83
H22 13.92 20.88 25.00
H23 15.34 23.13 24.32
H24 15.87 22.17 25.79
H25 17.00 22.82 24.70
H26 17.60 20.12 25.03
H27 16.77 19.14 23.76
H28 18.50 21.60 23.40
H29 18.99 19.93 23.12
H30 17.25 19.71 21.28
H31 18.32 21.10 20.92
H32 15.93 23.63 22.12
H33 17.15 23.42 20.78
H34 17.56 23.06 22.48
H35 15.16 20.34 20.24
H36 16.30 21.45 19.38
H37 14.82 22.09 20.15
H38 13.59 21.01 22.12
C19 15.44 18.14 12.15
C20 14.72 16.80 12.61
C21 14.04 16.27 11.40
C22 15.78 15.78 13.07
C23 16.40 16.13 14.40
C24 15.24 16.06 15.46
C25 14.14 16.98 15.06
C26 12.86 16.56 15.94
C27 14.55 18.47 15.39
N3 13.75 16.77 13.69
O3 12.77 17.67 13.36
H39 15.99 17.88 11.25
H40 14.74 19.06 12.03
H41 16.22 18.51 12.85
H42 13.24 16.95 11.01
H43 14.79 16.10 10.66
H44 13.56 15.35 11.69
H45 15.24 14.83 13.10
H46 16.49 15.68 12.28
H47 17.09 15.32 14.66
H48 16.93 17.06 14.38
H49 15.63 16.24 16.43
H50 14.82 15.04 15.37
H51 12.48 15.57 15.54
H52 12.06 17.34 15.88
H53 13.16 16.35 16.93
H54 14.82 18.46 16.40
H55 13.73 19.16 15.33
H56 15.46 18.89 14.93
H57 13.21 18.54 13.24
C28 21.68 22.58 17.78
C29 20.45 22.61 16.92
C30 19.14 22.33 17.81
C31 20.33 24.02 16.32
C32 19.28 24.07 15.29
C33 19.61 23.17 14.18
C34 19.71 21.70 14.63
C35 18.36 20.97 14.92
C36 20.47 21.01 13.46
N4 20.65 21.69 15.80
O4 20.76 20.36 16.22
H58 21.97 21.64 18.22
H59 22.52 23.01 17.26
H60 21.48 23.29 18.59
H61 18.29 22.63 17.15
H62 18.92 21.29 18.15
H63 19.17 22.94 18.68
H64 20.28 24.80 17.07
H65 21.26 24.32 15.87
H66 18.34 23.87 15.73
H67 19.20 25.14 14.97
H68 20.50 23.46 13.63
H69 18.92 23.19 13.36
H70 17.85 20.64 13.98
H71 17.68 21.65 15.46
H72 18.65 20.09 15.56
H73 19.80 21.08 12.56
H74 20.59 19.96 13.76
H75 21.46 21.44 13.37
H76 21.58 20.01 15.82
C37 15.04 16.75 21.20
C38 13.79 17.15 20.45
C39 14.20 17.80 19.17
C40 13.07 15.84 19.90
C41 12.24 15.10 21.00
C42 11.24 16.12 21.55
C43 11.90 17.30 22.22
C44 10.91 18.35 22.58
C45 12.59 16.90 23.54
N5 12.78 17.89 21.19
O5 13.23 19.15 21.60
H77 15.78 16.38 20.52
H78 15.47 17.66 21.63
H79 14.93 16.09 22.05
H80 14.96 18.59 19.41
H81 14.67 17.08 18.48
H82 13.32 18.20 18.67
H83 12.31 16.17 19.16
H84 13.85 15.19 19.42
H85 11.67 14.24 20.56
H86 12.91 14.64 21.80
H87 10.57 15.62 22.21
H88 10.61 16.34 20.67
H89 10.37 18.16 23.53
H90 10.17 18.53 21.79
H91 11.49 19.31 22.71
H92 12.86 17.84 24.05
H93 13.48 16.22 23.51
H94 11.84 16.40 24.13
H95 14.15 19.04 21.94
C46 23.46 9.37 18.95
C47 24.81 9.55 19.59
C48 25.39 8.16 19.87
C49 25.83 10.27 18.72
C50 25.56 11.79 18.68
C51 25.55 12.39 20.07
C52 24.45 11.75 20.89
C53 24.78 12.11 22.38
C54 23.07 12.16 20.41
N6 24.70 10.26 20.87
O6 23.73 9.63 21.73
H96 22.62 9.62 19.61
H97 23.42 10.08 18.10
H98 23.38 8.30 18.52
H99 25.73 7.74 18.99
H100 26.31 8.18 20.44
H101 24.59 7.55 20.35
H102 26.83 10.07 19.10
H103 25.83 9.83 17.72
H104 26.28 12.32 18.07
H105 24.58 11.97 18.25
H106 25.35 13.44 20.08
H107 26.51 12.18 20.54
H108 24.03 11.74 23.08
H109 24.80 13.20 22.52
H110 25.71 11.71 22.69
H111 22.29 11.49 20.73
H112 22.94 12.21 19.33
H113 22.71 13.16 20.76
H114 24.26 9.31 22.51
C55 25.45 21.55 17.26
C56 25.20 21.16 15.76
C57 24.31 22.19 15.07
C58 26.54 21.19 15.15
C59 26.56 20.64 13.75
C60 26.16 19.23 13.84
C61 24.76 18.93 14.54
C62 23.66 19.24 13.54
C63 24.79 17.51 15.01
N7 24.79 19.73 15.76
O7 23.41 19.63 16.23
H115 26.07 22.48 17.37
H116 24.54 21.59 17.80
H117 25.99 20.75 17.65
H118 24.29 22.24 13.97
H119 23.31 22.00 15.36
H120 24.64 23.12 15.48
H121 26.80 22.24 15.17
H122 27.22 20.69 15.79
H123 25.94 21.23 13.04
H124 27.60 20.67 13.28
H125 26.95 18.82 14.45
H126 26.11 18.70 12.88
H127 23.86 20.22 13.12
H128 22.72 19.20 14.06
H129 23.68 18.50 12.76
H130 25.54 17.27 15.75
H131 25.09 16.81 14.20
H132 23.81 17.21 15.48
H133 23.44 19.28 17.15
C64 20.98 17.75 21.18
C65 21.65 17.38 19.85
C66 22.94 18.21 19.58
C67 21.99 15.86 19.90
C68 20.71 14.93 19.63
C69 20.06 15.45 18.29
C70 19.62 16.88 18.30
C71 19.09 17.24 16.89
C72 18.52 17.20 19.24
N8 20.80 17.64 18.66
O8 20.48 19.00 18.79
H134 21.72 17.63 22.00
H135 20.58 18.78 21.13
H136 20.16 17.02 21.25
H137 23.28 17.86 18.59
H138 22.77 19.29 19.55
H139 23.67 17.95 20.43
H140 22.75 15.55 19.14
H141 22.42 15.68 20.90
H142 21.06 13.90 19.48
H143 20.08 14.87 20.48
H144 19.24 14.77 18.05
H145 20.89 15.38 17.51
H146 18.21 17.90 16.88
H147 18.90 16.35 16.28
H148 19.92 17.79 16.43
H149 17.50 16.79 18.96
H150 18.44 18.28 19.34
H151 18.71 16.90 20.31
H152 20.53 19.44 17.88
Cl1 15.97 12.52 22.23
C73 16.10 13.58 20.75
C74 16.05 12.62 19.55
Cl2 16.03 13.73 18.12
H153 17.10 13.96 20.84
H154 15.32 14.29 20.79
H155 15.04 12.14 19.52
H156 16.89 11.95 19.53
Cl3 20.15 11.69 14.77
C75 21.09 11.13 16.23
C76 20.26 10.41 17.20
Cl4 18.98 11.44 17.86
H157 21.54 12.03 16.59
H158 21.87 10.48 15.83
H159 20.83 10.04 18.08
H160 19.76 9.51 16.82
Cl5 19.87 16.04 13.34
C77 20.89 15.26 14.57
C78 22.06 14.59 13.80
Cl6 23.32 14.05 14.88
H161 20.43 14.44 15.09
H162 21.16 16.01 15.33
H163 22.55 15.33 13.18
H164 21.79 13.74 13.14

As for the SMILES: CC1(C)CCCC(C)(C)N1O.CC1(C)CCCC(C)(C)N1O.CC1(C)CCCC(C)(C)N1O.CC1(C)CCCC(C)(C)N1O.CC1(C)CCCC(C)(C)N1O.CC1(C)CCCC(C)(C)N1O.CC1(C)CCCC(C)(C)N1O.CC1(C)CCCC(C)(C)N1O.ClCCCl.ClCCCl.ClCCCl. The total energy is -186971.1959 eV. Its LUMO energy is 0.35 eV. Its frontier orbital gap is 8.65 eV. For the HOMO energy, the calculation gives -8.30 eV.

Here are the Mulliken charges for atoms 1 to 99, given in e: C -0.094; C 2.043; C -2.358; C -2.047; C 1.197; C -1.430; C 2.121; C -2.071; C -1.622; N 0.012; O -0.500; H -0.687; H 0.066; H 0.290; H 0.562; H 0.359; H 0.414; H 0.414; H 0.462; H 0.641; H -0.967; H -0.090; H 0.621; H 0.355; H 0.424; H 0.501; H -0.132; H 0.428; H 0.527; H 0.414; C -1.644; C 1.366; C -2.010; C -1.088; C -0.922; C 0.138; C 2.258; C -2.119; C -1.282; N 1.195; O -0.647; H -0.156; H 0.528; H 0.481; H 0.363; H 0.472; H 0.383; H 0.605; H 0.051; H 0.328; H 0.346; H -0.689; H 0.076; H 0.361; H 0.448; H 0.342; H 0.201; H 0.041; H 0.504; H 0.476; C -1.111; C 1.759; C -2.120; C -2.102; C 0.207; C -0.669; C 2.483; C -1.760; C -1.783; N 0.231; O -0.541; H 0.461; H 0.237; H 0.093; H 0.291; H 0.456; H 0.499; H 0.447; H 0.418; H 0.258; H -0.040; H -0.553; H 0.563; H 0.405; H 0.373; H 0.206; H 0.082; H 0.717; H 0.140; H 0.414; C -2.037; C 1.966; C -1.616; C -1.741; C -0.514; C -1.641; C 1.516; C -1.483; C -1.715